Model a:
Here is one molecule with the formula C3H3N3OS from the Open Molecules 2025 dataset. Energies are from the ωB97M-V functional and the def2-TZVPD basis.

```
11
Properties=species:S:1:pos:R:3
S -1.40 -1.55 0.15
O -2.83 0.40 0.14
N -0.76 1.11 -0.41
N 0.23 -1.80 -0.38
N 0.53 1.31 0.08
C 1.26 -1.04 -0.03
C 1.26 0.26 0.33
C -1.72 0.06 -0.04
H -1.05 2.00 -0.46
H 2.11 0.74 0.91
H 2.37 -1.49 -0.28
```

SMILES: O=C1NN=CC=NS1

=====

Model b:
Here is one molecule with the formula C3H3N3OS from the Open Molecules 2025 dataset. Energies are from the ωB97M-V functional and the def2-TZVPD basis.

```
11
Properties=species:S:1:pos:R:3
S -0.65 2.26 0.45
O -1.53 0.03 1.46
N 1.07 0.01 -1.03
N 0.02 -1.65 0.09
N 1.53 -1.20 -1.38
C -0.70 0.64 0.62
C 0.91 -2.18 -0.70
C 0.15 -0.31 -0.12
H -1.35 -0.93 1.41
H 1.13 -3.22 -0.84
H 2.25 -1.27 -2.08
```

SMILES: OC(=S)c1nc[nH]n1

=====

Which of them is most stable? Easy: model b.